Entry 1:
Entry from the Open Molecules 2025 dataset: a structure of composition C19H45AsF9O17S5 in a non-equilibrium geometry (the ωB97M-V functional and the def2-TZVPD basis).

## Properties
Energy relative to the best compared isomer or geometry (same formula, charge and spin) = 160.3 kJ/mol
Net charge = -1
E_LUMO = 1.67 eV
E = -7155.53564 Ha

Geometry as XYZ:
```
96
Properties=species:S:1:pos:R:3:forces:R:3:lowdin_charge:R:1
As 22.196 0.852 -27.526 1.0420 -1.6577 0.1484 0.916
F 21.185 -0.646 -27.434 0.4890 1.8275 0.0241 -0.318
F 21.677 1.144 -29.247 0.5775 -0.2515 1.8699 -0.326
F 23.405 2.169 -27.628 -1.3620 -0.7647 0.0200 -0.311
F 22.779 0.555 -25.797 -1.0089 0.5260 -2.0189 -0.340
F 23.488 -0.283 -28.084 -0.8909 1.1545 0.2421 -0.330
F 20.871 1.896 -26.978 1.2095 -0.8029 -0.3293 -0.291
O 31.306 -1.271 -25.313 -0.8574 2.7651 -0.5435 -0.301
S 30.776 0.095 -25.439 0.4262 0.6253 0.3774 0.680
O 31.314 1.218 -24.646 -0.9107 -2.2022 -1.0930 -0.314
O 30.880 0.564 -26.998 0.4660 -2.9913 2.2070 -0.290
C 30.454 1.839 -27.344 -0.0297 0.5958 -1.4947 -0.310
C 30.219 1.681 -28.860 -0.1583 1.0734 1.2798 -0.051
C 28.968 0.024 -25.263 0.5077 0.1072 0.9101 -0.112
H 31.297 2.500 -27.144 -0.2905 0.4337 -0.0267 0.121
H 29.559 2.191 -26.831 0.0012 -0.2309 0.2056 0.115
H 29.520 0.878 -29.099 0.1977 -0.0670 0.1961 0.083
H 31.215 1.506 -29.266 -0.3717 0.1677 -0.5967 0.081
H 29.733 2.622 -29.116 0.3880 0.0548 -0.8495 0.078
H 28.509 -0.519 -26.088 0.2067 -0.0096 0.1805 0.082
H 28.512 0.999 -25.092 0.3683 0.1908 -0.5561 0.068
H 28.820 -0.449 -24.292 0.0057 -0.5160 -0.2002 0.069
O 26.510 -6.776 -22.925 -1.1026 -2.3167 -0.8080 -0.304
S 25.913 -8.008 -23.460 0.2362 -1.2658 -0.7435 0.725
O 24.864 -8.758 -22.739 1.6083 2.1428 -1.8399 -0.314
O 25.537 -7.726 -25.098 -0.0007 -0.3804 2.1040 -0.288
C 26.096 -6.561 -25.748 1.0508 -0.0634 -0.8096 -0.271
C 26.377 -6.862 -27.217 -0.8977 -0.0888 -0.7231 -0.082
C 27.218 -9.278 -23.886 0.2561 1.1397 0.7683 -0.110
H 27.110 -6.317 -25.432 -0.3609 0.1812 1.2150 0.109
H 25.384 -5.744 -25.630 0.3520 0.0818 0.0231 0.128
H 26.922 -6.070 -27.730 -0.3003 0.6378 0.4357 0.079
H 25.427 -6.980 -27.738 0.1438 -0.2712 -0.2792 0.076
H 27.047 -7.692 -27.444 -0.3329 -0.5187 0.6308 0.074
H 27.984 -8.617 -24.292 0.2578 -0.3274 -0.0416 0.053
H 27.006 -10.095 -24.575 -0.8595 0.6043 -0.1696 0.067
H 27.577 -9.770 -22.982 -0.0585 0.4553 0.2455 0.058
O 22.514 8.343 -31.395 -1.1426 -0.1787 -0.8853 -0.305
S 21.826 7.907 -32.597 0.9034 0.2001 -0.3178 0.701
O 21.111 8.869 -33.459 1.4863 -2.4544 1.6962 -0.307
O 23.035 7.226 -33.512 -3.1646 2.2552 -1.1336 -0.282
C 23.941 6.357 -32.954 1.7821 -1.2047 -0.0216 -0.319
C 24.437 5.386 -34.046 -0.4229 -0.5741 0.6197 -0.060
C 20.761 6.407 -32.192 0.6369 0.8666 -0.4069 -0.081
H 23.468 5.842 -32.119 0.3767 -0.2884 0.1119 0.117
H 24.827 6.906 -32.637 -0.1727 0.1414 0.5740 0.121
H 25.068 5.804 -34.830 -0.3342 0.4900 0.0953 0.075
H 23.587 4.863 -34.483 0.0065 0.0741 -0.2064 0.073
H 25.052 4.616 -33.580 0.0049 -0.0261 0.2177 0.076
H 20.949 6.008 -31.195 0.1726 0.5725 0.0706 0.070
H 21.031 5.613 -32.888 -0.2527 0.2860 -0.2806 0.061
H 19.734 6.756 -32.294 0.1255 -0.1879 -0.0958 0.060
O 27.299 2.847 -19.371 -0.2030 1.1625 0.3072 -0.289
S 26.835 4.212 -19.284 -0.6442 1.4173 1.4974 0.682
O 26.538 4.877 -17.987 0.7073 -1.7632 -2.3655 -0.329
O 27.921 5.201 -20.037 -2.9901 -0.6692 -0.4918 -0.279
C 29.052 5.525 -19.294 2.8541 -0.1225 -0.6624 -0.287
C 29.985 6.423 -20.232 -1.3922 -0.6978 1.3323 -0.040
C 25.350 4.394 -20.325 0.7681 0.8229 0.5981 -0.102
H 29.569 4.572 -19.184 0.4509 -0.0040 0.3560 0.109
H 28.853 5.889 -18.286 -0.2646 0.4776 -0.2727 0.112
H 30.994 6.442 -19.820 -0.0465 -0.0436 -0.0760 0.068
H 29.602 7.442 -20.291 0.0049 -0.0367 -0.0591 0.066
H 29.972 5.966 -21.222 0.1492 0.0640 0.0805 0.073
H 24.955 5.390 -20.125 0.3485 0.1501 -0.1989 0.066
H 24.577 3.735 -19.930 0.4664 -0.4962 -0.2375 0.076
H 25.625 4.274 -21.373 -0.2177 -0.2733 0.1818 0.075
O 18.119 6.787 -18.832 -0.0985 0.1107 -0.4137 -0.279
S 17.405 7.466 -19.863 -0.6060 1.5036 -2.9380 0.692
O 18.019 8.522 -20.706 -1.3699 -2.0641 2.0772 -0.317
O 16.888 6.269 -20.932 1.4303 0.5043 3.9045 -0.272
C 16.244 6.523 -22.118 -1.1230 0.3195 -2.0522 -0.329
C 15.140 5.489 -22.295 -0.0828 -0.4952 0.1568 -0.066
C 15.732 7.960 -19.145 2.0468 -0.4732 -0.8312 -0.082
H 16.983 6.376 -22.906 -0.0962 0.4802 -0.2424 0.128
H 15.805 7.520 -22.144 0.2991 0.2484 -0.1544 0.112
H 15.626 4.515 -22.243 -0.2838 -0.1620 0.3863 0.082
H 14.581 5.460 -23.230 0.4599 0.6205 -0.3435 0.077
H 14.360 5.611 -21.544 0.2226 -0.2307 0.3548 0.072
H 15.529 6.959 -18.763 -0.9282 0.3442 0.0182 0.060
H 15.147 8.368 -19.970 -0.2023 -0.4884 0.1409 0.057
H 15.828 8.711 -18.362 0.3422 -0.2178 -0.0608 0.064
C 26.366 -1.746 -34.968 -0.4158 1.2091 -1.7888 -0.034
C 26.644 -1.681 -36.539 0.5822 2.6142 2.8391 -0.189
O 27.640 -2.629 -36.783 1.1745 -2.1790 -1.4065 -0.004
C 28.965 -2.422 -36.683 -0.6245 2.6315 0.8522 -0.337
O 29.512 -1.404 -36.266 -1.1257 -2.5457 -1.0274 0.140
C 29.767 -3.652 -37.201 -1.0902 1.0032 -2.3502 -0.457
F 30.526 -4.114 -36.260 0.4573 -0.8131 0.3059 0.213
F 28.917 -4.638 -37.716 2.0000 1.5424 0.8575 0.111
F 30.583 -3.151 -38.236 -1.3494 -1.3236 1.4577 0.099
H 26.152 -2.791 -34.744 0.1367 0.2895 0.5030 0.079
H 25.555 -1.071 -34.694 -0.7212 -0.4868 -0.3190 0.070
H 27.135 -1.229 -34.394 0.7360 -0.9231 -0.1786 0.073
H 27.084 -0.725 -36.822 0.0112 0.3704 0.3833 0.115
H 25.740 -1.688 -37.148 0.2255 -1.3869 -0.1176 0.122
```
Positions in Å, forces in eV/Å.

***

Entry 2:
Entry from the Open Molecules 2025 dataset: a structure of composition C22H20F5N5O4RuSSe2 in a non-equilibrium geometry (the ωB97M-V functional and the def2-TZVPD basis).

## Properties
Energy relative to the best compared isomer or geometry (same formula, charge and spin) = 126.2 kJ/mol
Multiplicity = 2
Net charge = -1
E_LUMO (spin up / spin down) = 2.23 / 1.95 eV
E = -7220.34215 Ha

Geometry as XYZ:
```
60
Properties=species:S:1:pos:R:3:forces:R:3:mulliken_spin:R:1
Ru 0.351 0.631 -0.271 0.3486 -1.4456 1.9446 0.845
C -1.488 4.764 -2.991 0.0232 0.0102 -0.0290 -0.003
C -2.622 4.324 -2.074 -0.0486 -0.0225 -0.0250 0.003
N -2.188 4.098 -0.704 0.1324 -0.2197 0.0513 -0.003
C -1.405 3.022 -0.374 -0.1280 0.4607 -0.0377 0.009
S -1.512 1.591 -1.342 0.3032 0.5237 -0.2612 -0.002
N -0.664 3.219 0.702 0.0924 -0.5623 -0.0656 0.000
N 0.143 2.153 0.988 -0.0190 0.7414 0.2008 -0.025
C 0.872 2.174 2.051 0.1644 -0.4530 -0.1182 0.036
C 0.866 3.265 3.063 -0.0926 0.1238 -0.0271 -0.001
C 1.776 1.018 2.200 -0.2053 0.1781 -0.2314 -0.016
C 2.715 0.914 3.217 0.0509 -0.1747 -0.1296 0.013
C 3.570 -0.177 3.221 -0.0572 0.0920 -0.0007 -0.006
C 3.473 -1.122 2.214 0.0106 -0.1134 -0.0406 0.008
C 2.510 -0.958 1.232 -0.1655 0.0104 0.1266 -0.015
N 1.664 0.064 1.249 0.4515 0.5396 -0.2125 0.009
H -1.863 4.988 -3.991 -0.0078 -0.0276 -0.0007 0.000
H -0.733 3.979 -3.069 0.0034 -0.0039 0.0122 0.001
H -1.002 5.663 -2.604 -0.0205 0.0117 0.0093 0.000
H -3.062 3.396 -2.438 -0.0077 0.0248 -0.0149 -0.002
H -3.426 5.064 -2.046 0.0469 0.0392 0.0144 0.000
H -1.899 4.920 -0.193 -0.0616 0.0280 -0.0072 0.000
H 0.244 4.087 2.722 0.0005 -0.0448 -0.0231 0.001
H 1.879 3.631 3.234 0.0161 0.0132 -0.0101 0.002
H 0.472 2.890 4.011 0.0164 0.0014 0.0112 0.003
H 2.785 1.673 3.981 -0.0224 0.0379 -0.0114 0.002
H 4.317 -0.274 3.998 0.0037 -0.0279 -0.0028 0.000
H 4.143 -1.969 2.165 0.0059 0.0098 0.0260 0.001
H 2.398 -1.634 0.395 0.0750 -0.0093 -0.0033 0.000
C -1.648 -3.902 -4.456 -0.0203 -0.0570 -0.0439 0.000
C -1.028 -3.005 -3.425 -0.0025 -0.0338 0.0068 0.001
C -1.223 -3.211 -2.067 0.0506 0.0059 0.0452 -0.003
C -0.659 -2.334 -1.159 0.2937 -0.0729 0.1442 -0.014
N 0.101 -1.294 -1.505 -0.4619 0.4975 -0.4031 0.008
C 0.315 -1.107 -2.819 0.0174 0.0265 0.1270 0.009
C -0.230 -1.929 -3.787 0.0596 0.0217 -0.0096 0.000
H -2.300 -4.644 -3.995 0.0039 0.0005 0.0090 0.000
H -0.879 -4.430 -5.023 0.0083 0.0054 0.0060 0.000
H -2.239 -3.326 -5.170 0.0085 0.0259 0.0096 0.000
H -1.828 -4.030 -1.700 -0.0054 -0.0053 -0.0206 0.000
H -0.806 -2.483 -0.101 0.0318 0.0371 -0.1383 0.008
H 0.922 -0.248 -3.067 -0.0955 0.0153 -0.1381 -0.002
H -0.034 -1.701 -4.827 -0.0154 -0.0158 -0.0162 0.000
O 2.050 2.312 -0.549 -0.2578 0.2958 -0.7390 0.064
Se 2.536 1.651 -2.015 -0.3154 -0.5509 1.1439 -0.014
O 3.984 2.126 -2.537 0.0129 -0.0259 0.0892 0.006
O 2.467 0.059 -1.456 0.0105 0.2145 -0.5792 0.114
O 1.304 1.847 -3.053 0.1729 0.1609 -0.6796 -0.004
F -0.736 -5.364 4.221 0.0177 -0.0759 0.0535 0.000
C -0.899 -4.217 3.560 -0.0082 0.1162 -0.0677 -0.003
C -0.139 -3.107 3.879 -0.0788 0.0050 -0.0991 0.002
F 0.758 -3.178 4.868 0.0261 -0.0252 0.0360 0.000
C -0.326 -1.921 3.185 0.0241 0.0786 0.1869 -0.014
F 0.409 -0.886 3.606 -0.1333 -0.0225 -0.0032 0.000
C -1.243 -1.777 2.154 0.0819 -0.0528 -0.1703 -0.003
Se -1.606 -0.170 1.128 -0.2997 -0.2940 -0.0133 -0.024
C -1.996 -2.918 1.876 -0.0010 -0.0667 0.0827 0.009
F -2.915 -2.914 0.904 -0.0844 0.0094 -0.0055 0.000
C -1.840 -4.116 2.553 0.0605 0.0865 0.0359 0.001
F -2.587 -5.179 2.232 -0.0098 -0.0450 0.0064 0.000
```
Positions in Å, forces in eV/Å.

***

Entry 3:
Entry from the Open Molecules 2025 dataset: a cluster of 3 separate species, C4H16N2O2 in total in a non-equilibrium geometry (the ωB97M-V functional and the def2-TZVPD basis).

## Properties
Energy relative to the best compared isomer or geometry (same formula, charge and spin) = 275.5 kJ/mol
E_LUMO = 0.67 eV
E = -421.88649 Ha

Geometry as XYZ:
```
24
Properties=species:S:1:pos:R:3:forces:R:3:nbo_charge:R:1
N 1.758 2.264 0.012 1.2934 -2.5185 -0.8015 -0.830
C 0.856 1.376 -0.709 -2.4152 1.3379 1.3117 -0.205
C -0.185 0.526 0.216 0.7821 0.1764 -0.7517 -0.424
C 0.254 -0.875 0.755 1.8443 2.1641 1.4858 -0.424
C -0.579 -1.770 1.684 -3.0820 0.1625 -0.8545 -0.224
N -2.089 -1.679 1.328 2.6251 -6.3780 3.2805 -0.840
H 1.288 2.973 0.510 -0.5073 0.5364 0.8171 0.358
H 2.314 1.623 0.600 -0.2072 1.1893 0.0942 0.355
H 0.348 2.014 -1.491 -0.1348 -0.7506 1.0584 0.200
H 1.342 0.668 -1.274 1.8193 -1.4719 -1.1580 0.180
H -0.360 1.110 1.082 -0.6395 0.9859 0.7744 0.191
H -1.037 0.502 -0.413 -1.3741 -0.3879 -0.3404 0.172
H 1.114 -0.472 1.404 -0.4212 -1.3811 -1.0152 0.196
H 0.613 -1.419 -0.080 0.5320 -0.7053 -0.4184 0.206
H -0.349 -2.837 1.562 0.4872 0.4417 0.2054 0.195
H -0.591 -1.506 2.743 0.7336 0.1011 -0.1433 0.193
H -2.152 -0.835 1.010 -1.4822 5.7109 -3.0168 0.337
H -2.368 -2.467 0.752 -0.0550 0.8497 -0.2841 0.359
O -2.159 2.427 -2.232 -0.6007 -0.1453 0.6293 -0.916
H -2.040 1.967 -1.401 1.2675 -0.5257 0.3327 0.457
H -3.078 2.601 -2.019 -0.7036 0.7044 -0.9660 0.460
O 2.516 -1.848 -1.239 2.9459 5.7521 1.8465 -0.938
H 2.752 -2.661 -1.022 0.8793 -5.7233 0.8666 0.473
H 1.832 -1.683 -1.779 -3.5871 -0.1250 -2.9529 0.472
```
Positions in Å, forces in eV/Å.